Formula: C11H13N2O6V
Source: OMol25
Level of theory: ωB97M-V/def2-TZVPD

```
33
Properties=species:S:1:pos:R:3
O -0.39 6.05 -6.18
C -0.41 5.15 -5.50
V 0.23 0.96 -2.84
O 0.15 3.42 -0.99
C 0.24 2.45 -1.64
C 0.91 -2.07 -0.82
O 1.14 -3.12 -0.44
C 1.42 0.64 -4.25
O 2.13 0.53 -5.18
C -1.41 0.11 -3.03
O -2.47 -0.36 -3.24
H -0.17 1.99 -3.56
C 1.91 0.88 1.10
N 0.90 0.00 1.66
C 1.35 -1.05 2.55
C 0.20 -1.60 3.35
C -0.91 -2.05 2.42
N -1.26 -0.92 1.60
C -2.50 -0.99 0.89
C -0.34 -0.04 1.05
O -0.67 0.67 0.08
H 1.47 1.84 0.84
H 2.40 0.47 0.21
H 2.68 1.03 1.87
H 1.84 -1.85 1.97
H 2.10 -0.60 3.19
H -0.21 -0.83 4.01
H 0.54 -2.43 3.97
H -1.80 -2.35 3.00
H -0.60 -2.93 1.81
H -2.34 -1.34 -0.14
H -3.17 -1.66 1.42
H -2.94 0.01 0.83
```

For the energy above the lowest of the compared OMol25 structures with the same formula, charge and spin, the calculation gives 22.4 kcal/mol. As for the expectation value of S²: 3.7674. The net charge is +1. The maximum force comes out at 10.04 eV/A. The multiplicity is 4. Its HOMO-LUMO gap (alpha / beta) is 5.99 / 6.43 eV. Its LUMO energy (alpha / beta) is -6.066 / -5.630 eV. Its calculated total energy is -1931.5202 Eh.

Results of the Löwdin charge analysis, in e, for atoms 1 through 5: 0.03, -0.02, 0.50, 0.18, -0.04

=====

Formula: C22H39Cl3N3O3SiW
Source: OMol25
Level of theory: ωB97M-V/def2-TZVPD

```
72
Properties=species:S:1:pos:R:3
C -1.71 -2.46 -5.22
C -0.98 -2.74 -3.93
H -1.93 -3.39 -5.77
H -1.14 -1.79 -5.88
H -2.67 -1.98 -4.99
C -0.26 -3.92 -3.75
C -0.03 -4.93 -4.79
H 0.06 -4.19 -2.76
H 0.53 -4.55 -5.66
H -0.97 -5.36 -5.17
H 0.54 -5.75 -4.35
W -0.66 2.81 -0.78
Cl -2.87 3.12 -0.38
Cl 1.23 4.03 -0.48
H 0.80 5.32 4.36
H -1.22 6.50 2.60
C 0.89 4.87 3.36
C -1.08 5.58 2.01
N -0.41 4.56 2.80
H 1.48 3.95 3.43
C -1.09 3.48 3.29
O -0.69 2.78 4.22
H -2.06 5.21 1.70
H -2.07 3.33 2.79
H 1.40 5.58 2.69
H -0.49 5.82 1.12
H 2.54 -1.30 -3.64
H 2.63 -3.82 -3.16
C 3.19 -1.14 -2.78
C 3.33 -3.56 -2.36
N 3.02 -2.24 -1.84
H 2.94 -0.19 -2.29
C 3.11 -1.99 -0.48
O 3.03 -0.88 0.03
H 3.25 -4.30 -1.56
H 3.25 -2.92 0.10
H 4.23 -1.12 -3.14
H 4.35 -3.58 -2.78
O -0.42 -1.46 -3.38
C -1.52 -1.99 -2.67
C 0.03 -2.80 -0.90
C -1.27 -2.46 -1.31
H 0.85 -2.63 -1.60
C 0.25 -3.43 0.32
H -2.48 -1.49 -2.85
C -2.32 -2.57 -0.37
H 1.25 -3.79 0.55
C -0.81 -3.62 1.21
C -2.09 -3.15 0.88
H -3.31 -2.21 -0.67
H -0.63 -4.15 2.14
H -2.93 -3.27 1.57
Si -0.48 1.82 -3.32
Cl -0.03 0.64 -0.96
C 1.25 1.77 -4.02
C -0.95 3.68 -3.05
C -1.87 1.04 -4.27
H 1.65 0.75 -4.03
H 1.93 2.41 -3.43
H 1.24 2.16 -5.05
H -1.51 0.26 -4.96
H -2.36 1.82 -4.87
H -2.62 0.62 -3.59
H -0.95 4.28 -2.08
H -1.95 3.80 -3.48
H -0.24 4.21 -3.69
C 0.29 0.06 2.41
C -0.21 1.29 1.89
N -0.53 2.19 1.21
H 1.27 -0.18 1.96
H -0.41 -0.76 2.21
H 0.38 0.17 3.50
```

The net charge is +3. The maximum force comes out at 3.08 eV/A. Its HOMO-LUMO gap is 4.48 eV. Its LUMO energy is -11.642 eV. Its calculated total energy is -2987.7541 Eh.

Results of the Löwdin charge analysis, in e, for atoms 1 through 5: 0.03, -0.32, 0.10, 0.11, 0.11

=====

Formula: C5H10FN
Source: OMol25
Level of theory: ωB97M-V/def2-TZVPD

```
17
Properties=species:S:1:pos:R:3
C 1.60 0.34 0.74
C 1.22 0.08 -0.72
C -0.24 -0.32 -0.95
N -0.83 -1.36 -0.08
C -1.57 -0.35 0.72
C -1.32 0.65 -0.41
F -0.88 1.91 -0.06
H 1.05 1.19 1.12
H 1.41 -0.53 1.35
H 2.69 0.55 0.80
H 1.84 -0.71 -1.14
H 1.38 0.99 -1.28
H -0.36 -0.61 -2.01
H -0.17 -1.92 0.45
H -2.59 -0.62 0.92
H -1.04 0.00 1.64
H -2.18 0.72 -1.09
```

For the energy above the lowest of the compared OMol25 structures with the same formula, charge and spin, the calculation gives 18.6 kcal/mol. The net charge is 0. The maximum force comes out at 1.02 eV/A. As for the SMILES: CC[C@H]1NC[C@H]1F. Its HOMO-LUMO gap is 10.31 eV. Its LUMO energy is 1.136 eV. Its calculated total energy is -351.0961 Eh.

Results of the Löwdin charge analysis, in e, for atoms 1 through 5: -0.10, -0.20, -0.29, -0.01, -0.14

=====

Formula: C6H12SSi
Source: OMol25
Level of theory: ωB97M-V/def2-TZVPD

```
20
Properties=species:S:1:pos:R:3
C 0.81 -0.64 -0.53
C -0.48 1.10 -1.13
C 1.79 1.51 0.18
C 1.41 0.10 0.61
C -1.69 1.12 -1.94
C 0.61 0.14 1.92
Si -0.47 -1.96 -0.44
S 0.34 2.40 -0.54
H 2.15 2.12 1.00
H 2.52 1.49 -0.63
H 2.36 -0.42 0.80
H -2.55 0.88 -1.30
H -1.63 0.32 -2.68
H -1.88 2.07 -2.43
H -0.35 0.62 1.76
H 1.15 0.69 2.69
H 0.43 -0.87 2.28
H 0.19 -3.18 0.06
H -0.91 -2.20 -1.82
H -1.69 -1.81 0.38
```

For the energy above the lowest of the compared OMol25 structures with the same formula, charge and spin, the calculation gives 101.6 kcal/mol. The net charge is 0. The maximum force comes out at 3.60 eV/A. Its HOMO-LUMO gap (alpha / beta) is 6.76 / 6.76 eV. Its LUMO energy (alpha / beta) is -0.356 / -0.355 eV. Its calculated total energy is -923.2938 Eh.

Results of the Löwdin charge analysis, in e, for atoms 1 through 5: -0.22, -0.48, -0.41, -0.59, -0.17

=====

Formula: C4H7Br2ClO2
Source: OMol25
Level of theory: ωB97M-V/def2-TZVPD

```
16
Properties=species:S:1:pos:R:3
C -1.81 0.45 -0.61
C 1.72 -0.48 1.29
C -0.67 -0.55 -0.67
C 0.88 0.55 0.73
O -1.60 1.48 -1.52
O -0.83 -1.72 0.01
Cl -0.12 1.40 1.86
Br 2.32 -1.62 -0.14
Br 1.96 1.60 -0.57
H -2.01 0.94 0.38
H -2.69 -0.07 -0.92
H 1.42 -1.05 2.15
H 2.71 -0.06 1.53
H 0.05 -0.39 -1.61
H -0.86 1.93 -1.34
H -0.45 -2.39 -0.56
```

For the energy above the lowest of the compared OMol25 structures with the same formula, charge and spin, the calculation gives 24.7 kcal/mol. The net charge is 0. The maximum force comes out at 5.12 eV/A. Its HOMO-LUMO gap (alpha / beta) is 8.44 / 8.44 eV. Its LUMO energy (alpha / beta) is 0.225 / 0.225 eV. Its calculated total energy is -5915.1883 Eh.

Results of the Löwdin charge analysis, in e, for atoms 1 through 5: -0.28, -0.75, -0.20, -1.21, -0.02

=====

Formula: C5H8O
Source: OMol25
Level of theory: ωB97M-V/def2-TZVPD

```
14
Properties=species:S:1:pos:R:3
C 1.74 -0.22 -0.44
C 0.33 -0.03 0.03
C -0.77 0.76 -0.71
C -1.23 0.48 0.73
C -0.76 -0.98 0.59
O 0.12 0.84 1.20
H 2.23 0.76 -0.37
H 1.77 -0.53 -1.49
H 2.30 -0.93 0.16
H -0.51 1.80 -0.92
H -1.30 0.26 -1.53
H -2.07 0.89 1.28
H -0.52 -1.47 1.54
H -1.31 -1.64 -0.10
```

For the energy above the lowest of the compared OMol25 structures with the same formula, charge and spin, the calculation gives 63.4 kcal/mol. The net charge is 0. The maximum force comes out at 0.57 eV/A. Its HOMO-LUMO gap is 10.46 eV. Its LUMO energy is 1.040 eV. Its calculated total energy is -270.4568 Eh.

Results of the Löwdin charge analysis, in e, for atoms 1 through 5: 0.00, -0.47, -0.04, -0.25, -0.02